No. 1
Formula: C9H19Be3F3NO
Source: OMol25
Level of theory: ωB97M-V/def2-TZVPD

The value obtained for the molecular weight is 241.3 u. The net charge is +3. For the total energy, the calculation gives -22489.43699 eV. Its LUMO energy is -15.809 eV.

Each line ends with the Mulliken charge.
Positions of all 36 atoms, in Å:
1 Be 5.48462 -0.66222 -2.20557  1.45
2 Be 2.53744 -1.83121 1.05193  1.22
3 Be 4.94244 1.57467 1.30959  1.45
4 F 6.54767 1.20517 -0.64599  -0.56
5 F 4.04235 -0.33985 -0.26943  -0.58
6 F 3.54682 -0.05347 2.63647  -0.58
7 C -0.90864 -2.70985 0.11339  -1.59
8 C -1.22116 -1.27018 -0.25186  1.83
9 C -2.26589 -0.81475 0.88338  -1.25
10 C -2.49717 0.71452 1.04191  -0.75
11 C -0.99838 1.31681 1.28338  -1.09
12 C -0.17397 1.01819 0.05829  0.59
13 N -0.02895 -0.43585 -0.00273  0.58
14 O 1.12184 -0.77314 -0.82911  -0.30
15 C -0.62486 1.69804 -1.21260  -1.56
16 C 1.15871 1.75081 0.39048  -1.51
17 C -1.86145 -1.24762 -1.64517  -1.72
18 H -0.51894 -3.38787 -0.64590  0.35
19 H -1.74460 -3.25962 0.54586  0.45
20 H -0.06593 -2.74542 0.80380  0.09
21 H -3.29976 -1.01445 0.60174  0.37
22 H -1.99200 -1.21217 1.86069  0.45
23 H -3.18188 0.74000 1.88963  0.44
24 H -3.03869 1.03689 0.15257  0.36
25 H -0.65758 0.81943 2.19145  0.40
26 H -1.25947 2.35907 1.46671  0.48
27 H -1.50284 1.30817 -1.72763  0.28
28 H -1.08513 2.60279 -0.81550  0.48
29 H 0.15451 2.11976 -1.84728  0.46
30 H 1.91470 1.61662 -0.38319  0.43
31 H 1.05662 2.79622 0.68164  0.36
32 H 1.53790 1.21385 1.25996  0.42
33 H -2.29484 -2.18214 -2.00148  0.44
34 H -1.08779 -1.14118 -2.40557  0.39
35 H -2.64990 -0.49619 -1.68773  0.39
36 H 0.91418 -0.31382 -1.64612  0.34

***

No. 2
Formula: C8H13N4O
Source: OMol25
Level of theory: ωB97M-V/def2-TZVPD

The value obtained for the molecular weight is 181.2 u. The net charge is +1. For the energy above the lowest of the compared OMol25 structures with the same formula, charge and spin, the calculation gives 1.220 eV. For the total energy, the calculation gives -16506.33985 eV. Its LUMO energy is -4.547 eV.

Each line ends with the Mulliken charge.
Positions of all 26 atoms, in Å:
1 C 1.83669 -2.25654 0.18375  -0.73
2 C 2.62736 -1.21139 -0.15975  -0.14
3 C 0.54242 -0.47562 -0.02271  -0.32
4 C 3.42803 1.66045 -0.56958  -1.03
5 C 2.19250 1.19400 -0.61902  0.34
6 C -2.40670 -0.43009 -0.22161  0.40
7 C -1.48742 0.97853 1.67823  -1.29
8 C -1.68764 0.78632 0.22954  0.92
9 N 0.55669 -1.76982 0.26674  0.08
10 N 1.80714 -0.10989 -0.28412  0.22
11 N -2.36229 -1.44057 0.55771  -0.72
12 N -3.05403 -0.33698 -1.40351  -0.40
13 O -1.59065 1.76993 -0.62324  -0.44
14 H 2.08344 -3.28139 0.36479  0.45
15 H 3.67934 -1.16481 -0.34403  0.36
16 H 3.63668 2.67748 -0.84884  0.26
17 H 4.27063 1.07347 -0.25068  0.25
18 H 1.35780 1.80750 -0.92765  0.30
19 H -1.41706 0.01015 2.16584  0.36
20 H -2.36971 1.48123 2.08793  0.41
21 H -0.61804 1.59183 1.90639  0.44
22 H -0.28124 -2.27574 0.52675  0.24
23 H -2.91139 -2.23871 0.25243  0.20
24 H -3.01772 0.49551 -1.96402  0.19
25 H -3.58822 -1.11855 -1.74538  0.21
26 H -1.22659 2.58370 -0.23592  0.47